DFT (ωB97M-V/def2-TZVPD) results for an isolated molecule of C17H23N3O3.

Computed properties:
SMILES = COc1ccc(N2C[C@H](C(=O)N3CCN(C)CC3)CC2=O)cc1
Multiplicity = 1
Frontier orbital gap = 8.487 eV
Highest occupied orbital energy = -7.8293 eV

Geometry as XYZ:
```
46
Properties=species:S:1:pos:R:3:forces:R:3:nbo_charge:R:1
C -1.79924 0.88799 7.88408 -0.172 0.035 0.105 -0.251
O -0.63949 0.62728 7.13300 0.240 -0.048 -0.219 -0.493
C -0.72485 0.67142 5.77220 0.115 -0.014 -0.136 0.289
C 0.45852 0.42499 5.07708 -0.171 0.021 0.243 -0.246
C 0.48763 0.44688 3.69974 -0.105 0.040 -0.078 -0.219
C -0.67228 0.71334 2.97064 -0.183 0.085 0.389 0.103
N -0.63840 0.72056 1.56708 0.106 -0.262 -0.084 -0.427
C 0.47002 0.12037 0.84936 0.457 -0.047 -0.139 -0.207
C 0.00162 0.03513 -0.60816 0.211 0.117 0.124 -0.310
C 1.16743 0.25560 -1.57032 -0.321 -0.114 0.231 0.700
O 2.26484 0.59833 -1.16802 0.296 0.076 0.202 -0.639
N 0.91210 0.09161 -2.88550 0.176 -0.048 -0.292 -0.432
C -0.34196 -0.32595 -3.47492 -0.414 0.000 -0.088 -0.208
C -0.08069 -1.02595 -4.81637 0.044 -0.001 0.161 -0.231
N 1.09599 -1.85515 -4.67093 -0.151 0.069 -0.001 -0.439
C 1.23009 -2.86688 -5.69117 -0.045 0.012 0.059 -0.402
C 2.29894 -1.04373 -4.54629 0.091 0.025 0.141 -0.223
C 1.98287 0.27939 -3.84023 0.308 0.033 -0.087 -0.240
C -1.05751 1.13568 -0.69087 -0.107 -0.061 0.024 -0.496
C -1.53201 1.32900 0.74565 -0.146 0.043 -0.502 0.696
O -2.52994 1.93507 1.06365 -0.194 0.167 0.066 -0.610
C -1.85271 0.95521 3.66543 -0.004 0.003 -0.181 -0.149
C -1.88051 0.93895 5.04837 0.091 -0.037 0.354 -0.311
H -1.49747 0.81314 8.92774 -0.076 0.017 -0.059 0.199
H -2.18618 1.89388 7.69114 0.001 -0.041 -0.002 0.176
H -2.58448 0.15206 7.68180 0.021 0.038 -0.002 0.174
H 1.35357 0.22102 5.64304 0.113 -0.024 0.059 0.224
H 1.42417 0.26614 3.19790 0.097 -0.027 -0.076 0.218
H 0.70432 -0.86255 1.26404 0.016 0.068 -0.010 0.208
H 1.36703 0.74984 0.90071 -0.116 -0.183 0.048 0.226
H -0.44907 -0.94313 -0.79401 -0.008 0.076 0.026 0.224
H -0.99932 0.53906 -3.63137 -0.039 -0.098 0.010 0.192
H -0.84261 -1.02958 -2.80851 -0.008 0.049 -0.052 0.206
H -0.93548 -1.66194 -5.05422 0.013 0.081 -0.014 0.213
H 0.02205 -0.28772 -5.63095 -0.046 -0.051 0.010 0.164
H 2.10377 -3.47633 -5.46510 0.036 -0.078 -0.066 0.204
H 0.34856 -3.50601 -5.68105 -0.001 -0.081 -0.059 0.200
H 1.35067 -2.44507 -6.70190 0.019 0.000 -0.015 0.163
H 3.02471 -1.61943 -3.96473 0.071 0.085 -0.082 0.202
H 2.74449 -0.82141 -5.53127 -0.023 -0.008 0.043 0.170
H 1.67655 1.04053 -4.56578 0.063 -0.036 0.042 0.188
H 2.85507 0.64352 -3.29681 -0.132 0.007 -0.158 0.260
H -1.90290 0.89836 -1.33377 -0.010 0.066 0.037 0.235
H -0.62405 2.08027 -1.02847 -0.028 0.030 -0.012 0.237
H -2.75692 1.17090 3.12221 -0.014 0.005 -0.028 0.242
H -2.81695 1.13531 5.54588 -0.070 0.012 0.069 0.219
```
Positions in Å, forces in eV/Å.